(1)
Density functional theory data (ωB97M-V with the def2-TZVPD basis set) for the molecule C3H8O2S in a non-equilibrium geometry.

The geometry in XYZ format:
```
14
Properties=species:S:1:pos:R:3:mulliken_charge:R:1
C -1.52036 0.82292 -0.00295 -0.426
C -0.71035 -0.45956 -0.23590 0.112
C 0.59313 -0.83014 0.46363 -0.568
H -1.34441 2.58433 -0.05169 0.354
H -2.27712 0.75876 1.00695 0.263
H -2.23165 0.84279 -0.97562 0.252
H -0.56753 -0.50949 -1.31991 0.252
H -1.18691 -2.28586 -0.42639 0.339
H 1.11746 -1.92004 0.08287 0.253
H 0.40045 -0.73063 1.55864 0.292
H 1.80211 1.30140 0.41601 0.127
O -0.51733 1.88081 0.07902 -0.458
O -1.67993 -1.52969 0.01813 -0.549
S 1.98070 -0.00310 -0.15105 -0.243
```

Properties
Kohn-Sham gap (eV): 9.49
HOMO energy (eV): -8.90
SMILES: OC[C@H](O)CS
ΔE to the lowest compared entry with this formula, charge and spin (eV): 3.3010


(2)
Density functional theory data (ωB97M-V with the def2-TZVPD basis set) for a cluster of 2 separate species, C3H8O2S2 in total in a non-equilibrium geometry.

The geometry in XYZ format:
```
15
Properties=species:S:1:pos:R:3:mulliken_charge:R:1
C -1.12886 0.89065 0.27100 -0.281
C -0.72515 2.09642 -0.63166 -0.079
O 0.41489 2.40012 -0.99709 -0.482
C -0.14578 -0.27894 0.01155 -0.757
S 0.10257 -1.20556 1.43023 -0.083
S 1.63761 -0.13952 2.39816 -0.198
H -1.16168 1.42510 1.20832 0.319
H -2.18955 0.55232 0.03555 0.309
H -1.49451 2.84448 -0.70919 0.376
H -0.38682 -1.00201 -0.74398 0.352
H 0.87232 0.00254 -0.36757 0.372
H 1.99636 -1.09858 3.28352 0.153
H -2.56510 -1.67184 -5.50259 0.320
H -1.38881 -1.24024 -4.69916 0.301
O -1.60568 -1.71753 -5.46097 -0.621
```

Properties
Kohn-Sham gap (eV): 8.51
HOMO energy (eV): -8.27
SMILES: O=CCCSS.O
ΔE to the lowest compared entry with this formula, charge and spin (eV): 2.0783


(3)
Density functional theory data (ωB97M-V with the def2-TZVPD basis set) for a cluster of 2 separate species, C3H8O3 in total in a non-equilibrium geometry.

The geometry in XYZ format:
```
14
Properties=species:S:1:pos:R:3:mulliken_charge:R:1
C -0.08946 -1.99970 -0.79794 -0.662
C 0.56494 1.96268 0.49721 0.613
C -0.29873 0.78112 0.88881 -0.638
H -1.92738 -1.54035 -0.08955 0.306
H 0.90918 -1.49766 -0.99685 0.247
H 0.12108 -2.59341 0.20085 0.287
H -0.18857 -2.73771 -1.58685 0.290
H 1.74913 2.50545 -0.83425 0.326
H -0.73271 0.97102 1.88136 0.333
H -1.07521 0.63783 0.12227 0.269
H 0.31220 -0.13165 0.89517 0.113
O -1.26135 -1.07255 -0.62318 -0.503
O 0.73171 2.98144 1.12201 -0.567
O 1.18517 1.73347 -0.67906 -0.414
```

Properties
Kohn-Sham gap (eV): 10.77
HOMO energy (eV): -10.09
SMILES: CC(=O)O.CO
ΔE to the lowest compared entry with this formula, charge and spin (eV): 1.3952